Entry from OMol25: 2 unconnected molecules or ions with the total composition C6H14S in a non-equilibrium geometry (the ωB97M-V functional and the def2-TZVPD basis).

Results
Total energy   -634.9153 Ha
HOMO (alpha / beta)   -6.982 / -6.925 eV

```
21
Properties=species:S:1:pos:R:3:nbo_charge:R:1
C 1.16 1.83 -0.07 -0.972
C 1.29 -0.62 1.00 -0.613
C 1.68 -2.10 0.86 -0.639
C -2.33 0.97 0.88 -0.686
C 0.70 -0.47 -1.94 -0.715
C -2.07 0.40 -0.47 -0.432
S 0.51 0.20 -0.15 1.048
H 0.45 2.53 -0.31 0.193
H 1.78 1.88 0.86 0.212
H 1.62 -0.02 1.85 0.243
H 2.36 -2.19 0.05 0.207
H 0.90 -2.84 0.75 0.215
H 2.15 -2.28 1.84 0.227
H -3.43 1.22 0.87 0.218
H -2.04 0.47 1.81 0.224
H -1.84 2.01 0.89 0.214
H -0.23 -0.77 -2.29 0.219
H 0.83 0.53 -2.38 0.253
H 1.44 -1.25 -2.07 0.230
H -2.37 1.04 -1.33 0.184
H -2.55 -0.55 -0.65 0.171
```

***

Entry from OMol25: C6H14S in the gas phase in a non-equilibrium geometry (the ωB97M-V functional and the def2-TZVPD basis).

Results
SMILES   C=[SH](=C)[C@@H](C)CC
Total energy   -634.9364 Ha
HOMO   -7.774 eV

```
21
Properties=species:S:1:pos:R:3:nbo_charge:R:1
C 2.38 0.61 -1.24 -1.012
C 2.30 -0.01 1.47 -0.983
C -1.64 1.10 -1.44 -0.620
C -0.49 -1.51 1.05 -0.671
C -1.60 0.33 -0.15 -0.420
C -0.43 -0.60 -0.06 -0.274
S 1.43 0.44 0.08 1.085
H 1.73 0.68 -2.17 0.209
H 3.06 -0.27 -1.36 0.226
H 2.43 -1.04 1.19 0.198
H 1.75 0.15 2.41 0.219
H -1.09 1.98 -1.54 0.214
H -1.58 0.44 -2.30 0.212
H -2.73 1.47 -1.35 0.214
H -0.70 -2.53 0.73 0.229
H 0.42 -1.53 1.65 0.244
H -1.26 -1.22 1.84 0.213
H -1.56 0.94 0.75 0.206
H -2.50 -0.31 -0.06 0.215
H -0.19 -0.92 -1.00 0.197
H 0.93 1.77 0.13 0.099
```

***

Entry from OMol25: a molecular structure, C6H15AuNO2S (the ωB97M-V functional and the def2-TZVPD basis).

Results
Net charge   +1
Total energy   -976.4862 Ha
HOMO   -12.926 eV

```
26
Properties=species:S:1:pos:R:3:nbo_charge:R:1
Au 0.81 -0.61 -0.11 0.665
C -0.96 -4.27 1.84 -0.803
S -1.32 -2.67 1.12 1.249
C -2.51 -3.20 -0.12 -0.808
O -0.04 -2.40 0.32 -1.002
H -0.57 -4.93 1.06 0.253
H -1.86 -4.68 2.29 0.255
H -0.20 -4.11 2.61 0.257
H -3.39 -3.59 0.38 0.254
H -2.03 -3.95 -0.75 0.251
H -2.78 -2.33 -0.72 0.258
C 4.69 1.95 1.28 -0.417
N 3.31 1.62 0.92 -0.368
C 2.37 1.45 2.02 -0.428
C 2.91 1.46 -0.34 0.724
C 3.86 1.78 -1.46 -0.713
O 1.74 1.10 -0.63 -0.733
H 4.91 1.50 2.24 0.226
H 4.83 3.03 1.36 0.221
H 5.39 1.56 0.55 0.225
H 2.66 2.12 2.82 0.226
H 2.38 0.43 2.39 0.214
H 1.37 1.71 1.69 0.235
H 4.43 2.69 -1.26 0.243
H 3.28 1.90 -2.37 0.263
H 4.56 0.96 -1.59 0.254
```

***

Entry from OMol25: a molecular structure, C6H15BeN6O12 in a non-equilibrium geometry (the ωB97M-V functional and the def2-TZVPD basis).

Results
Net charge   -1
Total energy   -1484.0064 Ha
HOMO   -4.019 eV

```
40
Properties=species:S:1:pos:R:3:nbo_charge:R:1
Be 0.24 0.58 -0.52 1.648
O 0.28 2.74 -4.13 -0.709
C 0.29 1.83 -3.14 0.933
O 1.32 1.77 -2.40 -0.803
O -0.69 1.11 -2.80 -0.802
H 1.18 3.07 -4.00 0.496
O 4.05 -1.75 -0.43 -0.717
C 3.06 -0.84 -0.44 0.955
O 3.25 0.35 -0.28 -0.664
O 1.85 -1.28 -0.59 -0.946
H 3.69 -2.64 -0.54 0.474
O 2.66 2.80 2.58 -0.750
C 1.96 2.62 1.42 0.945
O 0.81 2.10 1.35 -0.849
O 2.53 3.05 0.40 -0.757
H 3.55 2.85 2.22 0.493
C 0.42 -1.97 2.00 0.793
O -0.03 -0.90 1.60 -0.676
N -0.08 -3.19 1.75 -0.841
N 1.50 -2.02 2.83 -0.850
H 0.36 -3.96 2.22 0.381
H -1.00 -3.16 1.35 0.412
H 1.81 -2.86 3.26 0.373
H 1.88 -1.12 3.07 0.427
C -1.43 -2.27 -1.31 0.770
O -1.47 -1.06 -1.11 -0.677
N -2.45 -2.93 -1.93 -0.853
N -0.31 -2.98 -1.19 -0.859
H -2.34 -3.89 -2.21 0.377
H -3.25 -2.42 -2.26 0.406
H 0.48 -2.45 -0.81 0.464
H -0.10 -3.81 -1.72 0.379
C -2.59 2.62 0.42 0.785
O -1.75 2.06 -0.27 -0.659
N -3.53 1.91 1.09 -0.841
N -2.66 3.95 0.64 -0.817
H -3.56 0.90 1.10 0.415
H -4.27 2.39 1.56 0.360
H -3.51 4.19 1.12 0.364
H -2.16 4.62 0.09 0.421
```

***

Entry from OMol25: a molecular structure, C6H15BeN6O12 in a non-equilibrium geometry (the ωB97M-V functional and the def2-TZVPD basis).

Results
⟨S²⟩   0.758
Spin multiplicity   2
Total energy   -1483.7710 Ha
HOMO (alpha / beta)   -8.155 / -8.148 eV

```
40
Properties=species:S:1:pos:R:3:nbo_charge:R:1
Be 0.06 0.48 0.72 1.619
O 2.29 1.11 4.35 -0.673
C 1.75 0.96 3.17 0.934
O 1.48 1.85 2.38 -0.783
O 1.35 -0.17 2.90 -0.794
H 2.60 2.01 4.32 0.486
O -2.05 3.88 -1.12 -0.624
C -1.24 3.38 -0.12 0.911
O -1.53 2.41 0.54 -0.504
O -0.09 3.83 -0.05 -0.240
H -1.36 4.52 -1.31 0.485
O 3.71 1.09 -1.84 -0.729
C 2.72 1.60 -1.09 0.949
O 1.66 0.94 -1.16 -0.883
O 3.00 2.50 -0.30 -0.716
H 4.44 1.63 -1.54 0.493
C -2.20 -1.50 2.94 0.773
O -1.81 -0.86 2.03 -0.700
N -2.29 -0.96 4.14 -0.819
N -2.71 -2.68 2.93 -0.791
H -2.70 -1.49 4.89 0.373
H -1.62 -0.22 4.28 0.420
H -3.23 -2.91 3.77 0.375
H -3.13 -2.97 2.05 0.401
C 1.24 -2.60 -1.20 0.759
O 0.91 -1.90 -0.30 -0.698
N 1.05 -3.86 -1.25 -0.807
N 2.03 -2.13 -2.15 -0.850
H 1.35 -4.42 -2.03 0.375
H 0.63 -4.46 -0.56 0.407
H 2.26 -1.18 -1.87 0.452
H 2.44 -2.80 -2.78 0.382
C -1.41 0.53 -2.59 0.761
O -1.51 0.13 -1.45 -0.730
N -2.38 0.37 -3.46 -0.830
N -0.38 1.11 -3.04 -0.803
H -2.30 0.64 -4.43 0.388
H -3.14 -0.20 -3.12 0.411
H 0.51 1.11 -2.57 0.456
H -0.40 1.21 -4.05 0.365
```

***

Entry from OMol25: a molecular structure, C6H15Br12NO4P2S2Si2 in a non-equilibrium geometry (the ωB97M-V functional and the def2-TZVPD basis).

Results
Total energy   -33539.6023 Ha
HOMO   -8.614 eV

```
44
Properties=species:S:1:pos:R:3:nbo_charge:R:1
N 2.78 0.55 3.10 -1.288
Si 1.55 0.32 1.84 1.578
S 2.37 1.25 0.04 -0.456
O -0.02 0.91 2.27 -1.210
Si -0.99 1.29 0.89 1.359
C -2.89 1.35 1.32 -0.962
C -3.60 -0.06 1.21 0.783
O -3.99 -0.59 2.30 -0.598
O -3.87 -0.73 -0.01 -0.694
P -0.48 3.40 0.31 0.309
S 0.51 4.16 1.81 -0.565
P 1.42 -1.87 1.34 0.953
O 1.84 -2.79 2.51 -1.112
H 3.32 -0.30 3.28 0.419
H 2.39 0.97 3.95 0.414
H 1.58 0.88 -1.03 0.163
H -0.75 0.36 -0.23 -0.195
H -3.00 1.85 2.34 0.296
H -3.34 2.06 0.53 0.260
H -4.34 -1.55 0.28 0.507
H -1.70 4.16 0.18 0.024
H 0.26 3.28 -0.91 0.010
H 0.14 -2.20 0.75 -0.039
H 2.38 -2.08 0.27 -0.039
C -1.78 5.65 -2.84 -0.492
Br -2.10 7.51 -3.30 0.102
Br -0.96 4.68 -4.31 0.092
Br -0.74 5.48 -1.21 0.119
H -2.75 5.19 -2.66 0.223
C 5.80 -2.69 3.22 -0.493
Br 4.28 -2.80 4.42 0.118
Br 5.86 -0.99 2.29 0.081
Br 7.47 -3.08 4.13 0.083
H 5.66 -3.46 2.46 0.225
C -0.28 -4.81 -1.13 -0.497
Br -0.62 -2.97 -1.61 0.073
Br 0.54 -5.80 -2.59 0.089
Br 0.76 -4.96 0.51 0.127
H -1.25 -5.27 -0.93 0.225
C -2.26 -1.37 -4.93 -0.491
Br -1.96 -1.22 -6.84 0.098
Br -1.11 -0.19 -3.92 0.077
Br -4.13 -1.12 -4.47 0.094
H -2.00 -2.39 -4.65 0.230
```

***

Entry from OMol25: a molecular structure, C6H15CsN (the ωB97M-V functional and the def2-TZVPD basis).

Results
Net charge   +1
Total energy   -312.3010 Ha
HOMO   -12.364 eV

```
23
Properties=species:S:1:pos:R:3:nbo_charge:R:1
Cs -1.26 3.11 -0.11 0.990
C -1.53 -0.52 1.95 -0.620
C -0.08 -0.39 1.49 -0.225
N 0.06 0.37 0.24 -0.505
C -0.74 -0.19 -0.84 -0.240
C -0.48 -1.64 -1.21 -0.643
C 1.49 0.53 -0.08 -0.226
C 1.74 1.52 -1.19 -0.613
H -2.04 0.45 1.96 0.182
H -1.55 -0.90 2.97 0.240
H -2.11 -1.21 1.35 0.215
H 0.50 0.14 2.25 0.202
H 0.36 -1.39 1.39 0.187
H -1.81 -0.06 -0.60 0.190
H -0.65 0.40 -1.77 0.188
H -0.74 -2.32 -0.40 0.216
H -1.06 -1.93 -2.08 0.233
H 0.57 -1.80 -1.48 0.215
H 1.93 -0.45 -0.30 0.189
H 1.96 0.91 0.82 0.205
H 1.18 1.28 -2.09 0.209
H 2.80 1.57 -1.42 0.248
H 1.45 2.52 -0.84 0.163
```

***

Entry from OMol25: a gas-phase ion, C6H15F2N4O (charge +1) in a non-equilibrium geometry (the ωB97M-V functional and the def2-TZVPD basis).

Results
SMILES   CC(C)(CO)/C(N)=[NH+]/N(N)C(F)F
Net charge   +1
Total energy   -731.2872 Ha
HOMO   -13.350 eV

```
28
Properties=species:S:1:pos:R:3:nbo_charge:R:1
C -0.21 -0.27 -0.15 0.593
C 2.18 -0.39 -0.74 -0.604
C 1.59 -0.03 1.67 -0.615
C 1.08 -2.23 0.62 -0.071
C -1.89 2.27 -1.36 0.666
C 1.21 -0.69 0.40 -0.085
N -0.88 -1.03 -0.98 -0.733
N -2.86 1.78 0.82 -0.656
N -2.12 1.18 -0.16 -0.167
N -0.80 0.87 0.34 -0.444
O 0.68 -3.03 -0.48 -0.697
F -1.53 3.35 -0.75 -0.315
F -0.83 1.84 -2.07 -0.331
H 1.72 -0.74 -1.63 0.211
H 3.04 -1.04 -0.47 0.219
H 2.47 0.60 -0.90 0.238
H 2.46 -0.47 2.14 0.248
H 1.69 0.93 1.41 0.219
H 0.80 -0.29 2.30 0.218
H 0.34 -2.32 1.35 0.191
H 2.03 -2.52 1.06 0.196
H -2.79 2.43 -1.98 0.164
H -0.34 -1.95 -1.29 0.468
H -1.79 -0.89 -1.19 0.426
H -3.77 1.74 0.65 0.381
H -2.48 2.65 1.15 0.355
H -0.54 1.45 1.14 0.430
H 1.56 -3.19 -0.90 0.496
```

***

What is the total energy in the second record? -634.9364 Ha

***

Number 2 is which compound? C6H14S

***

Which formula does entry 8 have? C6H15F2N4O